No. 1
{"formula": "C23H39N2O7", "method": "wB97M-V/def2-TZVPD", "e_above_lowest_kcal_mol": 54.0, "e_homo_ha": -0.126, "total_charge": -1, "orbital_gap_ev": 4.12, "lumo_ev": 0.70, "species": ["C", "H", "H", "H", "C", "C", "O", "H", "H", "O", "H", "H", "H", "H", "N", "C", "H", "H", "H", "H", "H", "O", "C", "C", "H", "O", "H", "C", "C", "H", "C", "H", "H", "C", "H", "H", "O", "C", "H", "H", "H", "C", "C", "H", "H", "H", "H", "C", "H", "H", "H", "N", "O", "O", "H", "H", "C", "H", "C", "H", "C", "H", "C", "C", "H", "H", "H", "C", "C", "C", "C"], "coordinates": [[-4.9522, 0.6135, 1.1129], [-2.4521, 3.6114, 7.6998], [-1.3889, 3.6428, 9.1488], [3.7919, 3.0958, 3.9784], [4.2224, 2.1241, 3.6961], [3.3226, 1.4227, 2.6984], [-0.0138, 1.8526, 9.9365], [5.1979, 2.3225, 3.2338], [2.1041, 1.8321, 0.9854], [-2.8474, 0.3435, 2.2136], [-4.5708, 1.3814, 0.4265], [0.5067, -2.0615, 8.8025], [4.3965, 1.5433, 4.6088], [1.0692, 4.0270, 8.7852], [0.1637, -0.0207, 3.7779], [0.5986, -0.9971, 8.5470], [3.6168, -0.0158, 7.7844], [3.7070, 2.6130, 0.9701], [-4.8466, -1.1398, 3.2326], [3.7183, 2.4808, 6.6394], [-0.6236, 4.2760, 6.2590], [-1.3777, -1.3761, 1.9124], [1.1304, 0.4334, 2.8215], [-1.7026, -0.3414, 2.4582], [2.4269, 3.2461, 2.0393], [-1.3105, 0.2430, 6.2126], [-3.7143, -2.3075, 2.4624], [-3.8841, -0.3990, 1.4870], [1.7442, 3.2971, 6.8480], [1.1010, 2.4124, 6.6990], [-2.6264, 1.8958, 4.6633], [3.8563, 0.5741, 2.2421], [-5.3115, -1.9570, 1.7466], [-0.5018, 4.4166, 7.3415], [-1.7091, 1.4807, 4.1158], [-1.5372, -0.6272, 8.5819], [-2.1561, 2.3302, 5.9161], [2.8567, 2.3362, 1.6010], [-2.5065, 3.8528, 3.8001], [1.8867, 3.7275, 5.8390], [-0.8578, 5.4240, 7.5951], [-4.4604, -1.5284, 2.2824], [-1.4293, 3.4398, 8.0681], [3.9325, 1.8718, 9.1444], [-5.7812, 0.1044, 0.6068], [0.5464, -0.9307, 7.4541], [1.4442, 5.2921, 7.6003], [2.6726, 0.4562, 8.0863], [1.7571, 0.0642, 10.0249], [2.0868, 0.5203, 7.1596], [-5.3613, 1.0919, 2.0209], [-1.0121, 0.3540, 3.4758], [2.2323, 0.8084, 3.4938], [0.9343, 0.4730, 1.6178], [-3.3233, 1.0574, 4.7996], [-3.5310, 2.6760, 2.9203], [2.9891, 1.8689, 8.5814], [2.5919, -1.3240, 9.3194], [1.9470, -0.4643, 9.0835], [-3.4257, -0.7884, 0.5666], [-1.0909, 1.9827, 7.8899], [2.2074, 2.1793, 9.2869], [0.9766, 4.3017, 7.7231], [-3.2370, 3.0389, 3.9107], [-4.1437, 3.4009, 4.4134], [-0.7071, -0.5173, 10.1733], [3.6047, 3.7993, 7.8257], [3.1016, 2.8980, 7.4452], [-1.4984, 1.3703, 6.6482], [-0.5616, 1.2412, 8.9944], [-0.6324, -0.2849, 9.0998]], "mulliken_charge": [-1.48, 0.43, 0.43, 0.28, -1.41, 0.59, -0.78, 0.46, 0.37, -0.27, 0.32, 0.32, 0.30, 0.25, -0.82, -0.64, 0.56, 0.41, 0.29, -0.23, 0.23, -0.62, 0.65, 0.36, 0.32, -0.75, 0.38, 0.60, 0.83, -0.71, 0.71, 0.22, 0.43, -0.66, -0.21, 0.37, -0.15, -1.32, 0.32, 0.38, 0.36, -1.40, -1.37, 0.51, 0.45, 0.32, 0.50, -0.01, 0.48, -0.20, 0.31, 0.87, -0.22, -0.64, 0.15, 0.33, -0.79, 0.47, -1.08, 0.26, 0.14, 0.25, -0.96, -1.35, 0.35, 0.45, 0.45, -0.67, 0.95, 0.50, -1.15]}

=====

No. 2
{"formula": "C3H5ClFN3", "method": "wB97M-V/def2-TZVPD", "e_above_lowest_kcal_mol": 64.1, "e_homo_ha": [-0.311, -0.311], "orbital_gap_ev": [8.71, 8.71], "lumo_ev": [0.24, 0.24], "species": ["H", "H", "H", "N", "F", "H", "H", "Cl", "C", "C", "N", "C", "N"], "coordinates": [[0.3129, -0.0717, 3.0485], [1.1378, 1.0414, -1.1690], [-0.1982, 0.4986, -2.1579], [-0.0900, -1.9613, 2.0834], [-0.2410, -2.6093, 3.3047], [-0.5422, -2.1799, 0.4277], [-0.4447, 1.5192, -0.6465], [-0.2940, -1.9776, -2.0473], [0.1648, -0.7126, 2.1846], [0.0646, 0.7079, -1.0780], [-0.0828, -0.2982, -0.0336], [-0.2787, -1.5414, -0.4277], [0.1406, 0.1504, 1.1923]], "nbo_charge": [0.20, 0.23, 0.24, -0.19, -0.26, 0.29, 0.23, 0.07, 0.17, -0.45, -0.09, -0.05, -0.40]}

=====

No. 3
{"formula": "C17H13ClI2N3O6SSeTa", "method": "wB97M-V/def2-TZVPD", "e_above_lowest_kcal_mol": 16.1, "e_homo_ha": [-0.099, -0.184], "total_charge": -1, "orbital_gap_ev": [5.06, 7.31], "lumo_ev": [2.37, 2.31], "spin_multiplicity": 2, "species": ["C", "C", "H", "I", "C", "O", "H", "C", "H", "C", "C", "N", "C", "N", "H", "H", "Se", "O", "C", "Ta", "C", "H", "C", "H", "H", "O", "S", "O", "O", "O", "H", "C", "C", "C", "H", "H", "C", "C", "H", "C", "I", "H", "Cl", "C", "N"], "coordinates": [[-3.2125, 1.2764, -1.1622], [2.2045, -0.3659, -2.6072], [3.3397, 4.3561, 0.6185], [0.9691, 3.9776, 2.7104], [-4.9803, 0.4590, 0.1974], [0.0255, -2.0276, 0.6949], [-3.7644, 1.9323, -3.0995], [1.4537, 1.1993, -0.5174], [1.7913, -3.0121, 3.2748], [2.7995, 3.4749, 0.2900], [2.3378, -1.2611, 2.3296], [0.7619, 0.0345, -0.7366], [-5.9039, 0.7086, -0.7779], [2.0578, -0.2971, 1.7857], [3.2556, -2.2600, 3.8904], [0.5949, -1.6389, -1.9859], [-1.3114, -2.6704, -0.0698], [-1.8399, -1.2536, -0.7813], [0.9890, 1.9198, 0.5752], [-0.8897, -0.2065, 0.6422], [2.7089, -2.5014, 2.9796], [-5.1922, 0.0345, 1.1663], [1.1538, -0.7356, -1.7997], [4.4220, -2.8127, 1.6734], [3.8702, -4.2647, 2.5278], [-2.3931, -3.0849, 1.0206], [-1.5699, 1.6060, -1.2877], [-2.8111, 0.4972, 0.9934], [-0.9401, -3.7809, -1.1336], [-0.0393, 1.4010, 1.2358], [-6.9395, 0.4529, -0.5852], [1.6704, 3.0427, 0.9897], [3.5444, -3.3557, 2.0247], [2.9487, 0.7870, -2.3668], [3.7923, 1.0566, -2.9834], [-6.1978, 1.4385, -2.7839], [2.5743, 1.5974, -1.2653], [3.2168, 2.7629, -0.8198], [2.9512, -3.6235, 1.1520], [-4.1551, 1.5177, -2.1861], [-1.2212, -0.6908, 3.2928], [2.4569, -1.0024, -3.4379], [4.6288, 3.3274, -1.6716], [-5.4757, 1.2416, -1.9970], [-3.6818, 0.7438, -0.0096]], "nbo_charge": [0.05, -0.26, 0.23, 0.13, 0.06, -1.00, 0.23, 0.13, 0.26, -0.26, 0.35, -0.62, -0.29, -0.35, 0.23, 0.21, 2.75, -1.02, 0.25, 1.93, -0.51, 0.24, -0.01, 0.21, 0.20, -1.00, -0.05, -0.59, -1.01, -0.72, 0.23, -0.19, -0.59, -0.27, 0.21, 0.22, -0.02, -0.08, 0.23, -0.23, -0.27, 0.21, -0.04, -0.16, -0.01]}

=====

| no. | molecular weight (g mol⁻¹) |
| --- | --- |
| 1 | 455.6 |
| 2 | 137.5 |
| 3 | 936.5 |